Entry 1:
{"formula": "C24H44NRuSi5", "method": "wB97M-V/def2-TZVPD", "energy_ev": -69060.8041, "multiplicity": 1, "charge": 1, "molar_mass_g_mol": 588.1, "species": ["Ru", "C", "Si", "C", "C", "C", "C", "C", "C", "C", "Si", "C", "C", "H", "H", "H", "H", "H", "H", "H", "H", "H", "H", "H", "H", "H", "H", "H", "H", "C", "Si", "C", "C", "C", "Si", "C", "C", "C", "Si", "C", "C", "C", "C", "C", "C", "C", "N", "H", "H", "H", "H", "H", "H", "H", "H", "H", "H", "H", "H", "H", "H", "H", "H", "H", "H", "H", "H", "H", "H", "H", "H", "H", "H", "H", "H"], "xyz": [[0.067, -0.253, -0.163], [-1.090, -3.777, -0.478], [-1.007, -2.065, -1.221], [-2.741, -1.594, -1.778], [0.100, -2.004, -2.755], [-0.389, -2.594, -3.923], [0.369, -2.615, -5.084], [1.626, -2.015, -5.103], [2.114, -1.395, -3.963], [1.379, -1.389, -2.775], [2.136, -0.539, -1.259], [3.020, 0.997, -1.881], [3.448, -1.647, -0.503], [-1.180, -4.479, -1.311], [-1.969, -3.894, 0.157], [-0.208, -4.061, 0.094], [-3.157, -2.392, -2.400], [-2.730, -0.676, -2.368], [-3.432, -1.456, -0.945], [-1.373, -3.051, -3.930], [-0.017, -3.094, -5.974], [2.221, -2.031, -6.006], [3.088, -0.918, -4.000], [3.927, 0.696, -2.411], [3.337, 1.676, -1.089], [2.398, 1.560, -2.579], [4.128, -1.915, -1.318], [3.051, -2.575, -0.094], [4.044, -1.149, 0.260], [2.813, 0.753, 2.479], [1.196, 1.656, 2.192], [1.428, 2.953, 0.852], [0.860, 2.505, 3.830], [-0.267, 0.539, 1.671], [-0.370, -1.063, 2.656], [0.001, -0.893, 4.479], [-1.995, -1.979, 2.525], [0.976, -2.042, 1.766], [-1.794, 1.596, 1.290], [-2.074, 3.202, 2.204], [-3.440, 0.711, 1.320], [-1.514, 2.041, -0.545], [-2.134, 3.115, -1.169], [-1.947, 3.340, -2.525], [-1.137, 2.479, -3.244], [-0.533, 1.429, -2.582], [-0.714, 1.222, -1.271], [3.635, 1.470, 2.420], [3.000, -0.022, 1.742], [2.842, 0.301, 3.471], [2.280, 3.600, 1.066], [0.545, 3.594, 0.777], [1.581, 2.495, -0.125], [1.669, 3.231, 3.959], [0.923, 1.801, 4.661], [-0.077, 3.046, 3.913], [-0.688, -0.199, 4.964], [1.020, -0.559, 4.679], [-0.128, -1.869, 4.954], [-2.716, -1.597, 3.251], [-1.819, -3.031, 2.767], [-2.455, -1.940, 1.537], [1.951, -1.806, 2.187], [1.048, -1.838, 0.674], [0.815, -3.116, 1.849], [-2.211, 3.040, 3.273], [-3.004, 3.637, 1.829], [-1.276, 3.930, 2.065], [-3.736, 0.432, 2.332], [-3.449, -0.188, 0.707], [-4.200, 1.391, 0.927], [-2.765, 3.777, -0.591], [-2.431, 4.175, -3.014], [-0.971, 2.613, -4.303], [0.103, 0.720, -3.098]]}

Entry 2:
{"formula": "C24H44P2Tm", "method": "wB97M-V/def2-TZVPD", "multiplicity": 3, "charge": 1, "molar_mass_g_mol": 563.5, "e_above_lowest_kcal_mol": 75.4, "species": ["Tm", "C", "C", "C", "C", "C", "C", "H", "H", "H", "C", "H", "H", "H", "C", "H", "H", "H", "C", "H", "H", "H", "C", "H", "H", "H", "C", "C", "C", "C", "C", "C", "C", "C", "H", "H", "H", "H", "H", "H", "H", "H", "H", "H", "H", "H", "P", "C", "C", "P", "C", "C", "C", "H", "H", "H", "H", "H", "H", "H", "H", "H", "H", "H", "H", "H", "H", "C", "H", "H", "H"], "xyz": [[1.961, -0.156, -1.443], [0.495, -0.040, 0.520], [0.456, -1.438, 0.194], [2.630, -0.931, 0.850], [1.822, 0.244, 0.996], [1.770, -1.979, 0.393], [-0.636, 0.930, 0.572], [-0.372, 1.889, 0.096], [-0.918, 1.165, 1.611], [-1.530, 0.543, 0.070], [2.242, 1.523, 1.610], [1.421, 1.968, 2.191], [2.542, 2.266, 0.859], [3.097, 1.362, 2.275], [4.057, -1.061, 1.231], [4.272, -0.523, 2.161], [4.741, -0.665, 0.473], [4.337, -2.105, 1.377], [2.095, -3.421, 0.325], [1.355, -4.029, 0.868], [3.076, -3.621, 0.762], [2.123, -3.801, -0.702], [-0.735, -2.263, -0.135], [-0.803, -3.138, 0.527], [-0.712, -2.649, -1.166], [-1.658, -1.687, -0.015], [-4.614, 1.142, -3.316], [-4.851, 1.043, -4.633], [-3.866, 1.032, -5.799], [-2.462, 1.669, -5.627], [-1.431, 0.656, -5.048], [-2.127, -0.084, -3.998], [-2.236, 0.433, -2.635], [-3.319, 1.551, -2.639], [-4.348, 1.539, -6.652], [-2.511, 2.555, -4.985], [-3.729, -0.014, -6.129], [-2.909, 2.448, -3.125], [-5.423, 0.964, -2.593], [-5.890, 0.919, -4.966], [-3.523, 1.811, -1.592], [-2.516, -0.386, -1.950], [-2.473, -1.100, -4.201], [-1.305, 0.848, -2.185], [-2.138, 2.020, -6.619], [-1.132, -0.019, -5.878], [0.225, 1.406, -4.527], [-0.014, 2.883, -3.540], [1.059, 1.889, -6.082], [0.497, -1.287, -3.198], [1.382, 0.201, -3.926], [-0.005, -2.274, -4.685], [2.052, -2.235, -2.942], [0.245, 2.723, -2.481], [-1.040, 3.280, -3.588], [0.661, 3.646, -3.957], [1.637, 2.809, -5.895], [0.330, 2.050, -6.895], [1.766, 1.102, -6.392], [2.352, -2.421, -3.974], [1.742, -3.163, -2.453], [2.923, -1.780, -2.395], [2.084, 0.848, -3.290], [2.010, -0.157, -4.760], [0.264, -3.320, -4.471], [0.530, -1.956, -5.591], [-1.086, -2.222, -4.854], [3.466, 1.619, -1.867], [4.335, 1.184, -2.398], [3.765, 1.915, -0.845], [3.086, 2.495, -2.418]]}